a) Below is C16H20NOSTl as an isolated structure, with properties calculated with ωB97M-V/def2-TZVPD.

Geometry as ORCA input:
```
! wB97M-V def2-TZVPD RIJCOSX def2/J DEFGRID3
* xyz -2 1
Tl -0.7454 -0.4831 0.3412
C -3.0412 -0.0352 0.0906
C -2.4480 1.2325 0.2850
C -1.6126 1.4960 -0.8077
H -2.5691 1.8488 1.1565
C -1.6635 0.3966 -1.6866
C -2.5751 -0.5359 -1.1416
H -2.8627 -1.4713 -1.5865
H -3.7188 -0.5241 0.7688
H -0.9933 2.3680 -0.9251
H -1.1251 0.2936 -2.6137
C -0.2787 -2.6073 1.3833
C -1.1083 -2.8628 0.2833
C -0.4037 -2.4973 -0.8879
H -2.1139 -3.2459 0.3264
C 0.8529 -1.9991 -0.5067
C 0.9257 -2.0586 0.9067
H 1.7309 -1.6990 1.5216
H -0.5483 -2.7202 2.4169
H -0.7648 -2.5754 -1.8983
H 1.6230 -1.6648 -1.1789
O 0.9553 0.9471 0.5102
C 2.1246 1.4232 -0.2799
C 2.1008 2.7409 0.5100
C 1.8111 1.5131 -1.7482
C 3.3330 0.5669 0.0128
C 1.0304 2.1092 1.3890
H 1.7518 3.5883 -0.0740
H 3.0322 3.0012 1.0047
H 1.3362 1.8102 2.3863
H 0.0740 2.6181 1.4508
H 2.6489 1.9696 -2.2742
H 0.9261 2.1155 -1.9314
H 1.6431 0.5253 -2.1705
H 4.2386 1.1644 -0.0890
H 3.4067 -0.2736 -0.6711
H 3.2938 0.1792 1.0282
S -4.6117 -2.9891 2.1108
C -3.3427 -2.1665 1.5299
N -2.3121 -1.4986 1.0582
*
```

Output
Orbital gap (spin up / spin down)   0.1408 / 0.0738 Eh


b) Below is C16H20NOSTl as an isolated structure, with properties calculated with ωB97M-V/def2-TZVPD.

Geometry as ORCA input:
```
! wB97M-V def2-TZVPD RIJCOSX def2/J DEFGRID3
* xyz -2 1
Tl -0.0791 -1.2729 1.5492
C 2.7583 0.4066 2.4521
C 2.9439 -0.4955 1.3694
C 2.6493 0.1873 0.1514
H 3.2387 -1.5321 1.4308
C 2.2081 1.5106 0.4971
C 2.2331 1.6106 1.9241
H 1.9409 2.4686 2.5191
H 3.0446 0.2402 3.4851
H 2.7800 -0.1898 -0.8633
H 1.9209 2.2914 -0.2113
C -2.7431 0.4636 2.0153
C -2.1166 1.6845 2.3783
C -1.6481 2.3103 1.1879
H -2.0923 2.0707 3.3978
C -2.0351 1.5033 0.0770
C -2.7176 0.3519 0.5897
H -3.1330 -0.4463 -0.0263
H -3.1397 -0.2427 2.7405
H -1.1552 3.2732 1.0837
H -1.9342 1.7639 -0.9797
O -0.1684 -1.1539 -1.1915
C -0.2656 -0.7343 -2.5903
C 0.4740 -2.0155 -3.0784
C 0.5149 0.5276 -2.8298
C -1.7039 -0.6100 -3.0638
C 0.4513 -2.4128 -1.6068
H 1.4950 -1.8263 -3.4460
H -0.1468 -2.6462 -3.7233
H -0.2408 -3.2225 -1.3629
H 1.4270 -2.5579 -1.1243
H 0.5198 0.7875 -3.8984
H 1.5533 0.4023 -2.5081
H 0.0728 1.3646 -2.2751
H -1.7335 -0.7809 -4.1499
H -2.1053 0.3997 -2.8856
H -2.3554 -1.3470 -2.5785
S -0.1022 0.2068 6.3219
C -0.2362 -0.7785 5.0614
N -0.3738 -1.5599 4.1614
*
```

Output
Orbital gap   0.1826 Eh


Relative energies, eV: a) 13.144; b) 0.000.